i.
Formula: C2H6N4OS
Source: the OMol25 dataset
Level of theory: the ωB97M-V functional and the def2-TZVPD basis

The HOMO energy comes out at -9.687 eV. The structure (SMILES) is [H]/N=C\N(O)/C(=N/[H])NS. The calculation puts the frontier orbital gap at 10.21 eV.

```
! RIJCOSX wB97M-V def2-TZVPD def2/J DEFGRID3
* xyz 0 1
H 0.284 1.929 0.233
N 1.299 2.055 0.240
C 1.751 0.870 0.100
N 1.069 -0.288 -0.379
O 1.850 -1.465 -0.697
C -0.279 -0.621 0.050
N -0.524 -1.589 0.811
H -1.520 -1.561 0.999
N -1.251 0.306 -0.445
S -2.916 0.087 -0.280
H 2.792 0.712 -0.136
H 1.898 -1.991 0.235
H -1.136 0.593 -1.386
H -3.316 0.965 0.655
*
```

ii.
Formula: C2H6N4OS
Source: the OMol25 dataset
Level of theory: the ωB97M-V functional and the def2-TZVPD basis

The HOMO energy comes out at -8.930 eV. The structure (SMILES) is [H]/N=C/NS/C(=N/[H])NO. The calculation puts the frontier orbital gap at 9.51 eV.

```
! RIJCOSX wB97M-V def2-TZVPD def2/J DEFGRID3
* xyz 0 1
H -2.521 2.077 -0.844
N -1.915 1.242 -0.617
C -2.444 0.656 0.327
N -1.780 -0.555 0.580
S -0.452 -1.209 -0.325
C 1.096 -0.423 -0.055
N 2.122 -1.170 -0.012
H 2.939 -0.657 0.244
N 0.977 0.938 0.235
O 2.571 1.279 0.033
H -3.395 0.744 0.859
H -1.593 -0.975 1.492
H 0.669 1.510 -0.643
H 2.832 1.829 0.887
*
```

iii.
Formula: C2H6N4OS
Source: the OMol25 dataset
Level of theory: the ωB97M-V functional and the def2-TZVPD basis

The HOMO energy comes out at -9.324 eV. The structure (SMILES) is [H]/N=C(/N)SNC(N)=O. The calculation puts the frontier orbital gap at 9.87 eV.

```
! RIJCOSX wB97M-V def2-TZVPD def2/J DEFGRID3
* xyz 0 1
H -2.838 -0.251 2.178
N -2.429 -0.909 1.428
C -1.431 -0.443 0.840
N -0.763 -1.041 -0.306
S -0.602 1.176 1.174
N 0.208 1.556 -0.206
C 1.215 0.777 -0.858
N 1.786 -0.318 -0.231
O 1.574 1.008 -1.962
H 0.262 -1.075 -0.358
H -1.372 -1.736 -1.015
H -0.236 2.032 -0.932
H 1.981 -0.263 0.879
H 2.644 -0.513 -0.632
*
```

Which structure loses on stability? ii does.

i.
Formula: C2H6N4OS
Source: the OMol25 dataset
Level of theory: the ωB97M-V functional and the def2-TZVPD basis

The HOMO energy comes out at -8.891 eV. The structure (SMILES) is NNN1NCC(=O)S1. The calculation puts the frontier orbital gap at 9.55 eV.

```
! RIJCOSX wB97M-V def2-TZVPD def2/J DEFGRID3
* xyz 0 1
N -2.392 1.081 0.124
N -1.441 0.348 0.593
N -0.404 0.306 -0.602
N 0.153 -1.005 -0.720
C 1.138 -1.240 0.240
C 2.052 0.038 0.128
O 3.226 0.165 0.421
S 1.009 1.320 -0.296
H -2.152 1.976 -0.199
H -2.966 0.703 -0.604
H -0.860 0.809 1.341
H 0.229 -1.214 -1.684
H 1.647 -2.138 -0.022
H 0.760 -1.150 1.278
*
```

ii.
Formula: C2H6N4OS
Source: the OMol25 dataset
Level of theory: the ωB97M-V functional and the def2-TZVPD basis

The HOMO energy comes out at -8.505 eV. The structure (SMILES) is NNC(=O)NC(N)=S. The calculation puts the frontier orbital gap at 9.05 eV.

```
! RIJCOSX wB97M-V def2-TZVPD def2/J DEFGRID3
* xyz 0 1
N -0.154 2.441 0.702
N 0.227 1.782 -0.429
C 0.235 0.427 -0.638
O 0.757 -0.022 -1.642
N -0.292 -0.344 0.330
C -0.310 -1.715 0.384
N 0.292 -2.332 -0.641
S -0.964 -2.527 1.681
H -1.167 2.621 0.767
H 0.296 2.282 1.513
H 0.881 2.331 -1.009
H -0.831 0.169 0.996
H 0.378 -3.348 -0.605
H 0.651 -1.765 -1.408
*
```

Which structure loses on stability? i does.

i.
Formula: C18H17N3O3S
Source: the OMol25 dataset
Level of theory: the ωB97M-V functional and the def2-TZVPD basis

The HOMO energy comes out at -8.050 eV. The structure (SMILES) is CN(C)c1nc2sc3c(c2c(=O)o1)CCN(C(=O)c1ccccc1)C3. The calculation puts the frontier orbital gap at 8.62 eV.

```
! RIJCOSX wB97M-V def2-TZVPD def2/J DEFGRID3
* xyz 0 1
C -6.219 2.128 -1.835
N -4.951 2.684 -1.312
C -4.943 4.095 -0.842
C -3.771 1.949 -1.260
N -3.751 0.645 -1.434
C -2.579 -0.060 -1.287
S -2.297 -1.797 -1.261
C -0.584 -1.584 -0.868
C -0.244 -0.258 -0.780
C -1.431 0.610 -1.016
C -1.480 2.043 -0.944
O -0.424 2.659 -0.764
O -2.658 2.662 -0.964
C 1.190 0.191 -0.559
C 2.179 -0.943 -0.840
N 1.673 -2.149 -0.136
C 2.412 -2.820 0.853
O 2.076 -3.968 1.106
C 3.470 -2.188 1.616
C 3.194 -1.027 2.343
C 4.221 -0.433 3.164
C 5.504 -0.960 3.139
C 5.799 -2.109 2.401
C 4.788 -2.696 1.617
C 0.427 -2.681 -0.675
H -6.091 1.478 -2.676
H -6.633 1.534 -1.030
H -6.935 2.890 -2.126
H -4.478 4.242 0.142
H -5.974 4.433 -0.744
H -4.486 4.792 -1.558
H 1.405 0.995 -1.221
H 1.275 0.594 0.490
H 3.204 -0.626 -0.548
H 2.181 -1.101 -1.910
H 2.199 -0.593 2.352
H 3.996 0.497 3.711
H 6.261 -0.470 3.738
H 6.824 -2.496 2.475
H 5.000 -3.595 1.020
H 0.668 -3.169 -1.613
H -0.017 -3.398 0.035
*
```

ii.
Formula: C18H17N3O3S
Source: the OMol25 dataset
Level of theory: the ωB97M-V functional and the def2-TZVPD basis

The HOMO energy comes out at -8.022 eV. The structure (SMILES) is Cc1ccc(SCCC(=O)OCn2nnc3ccccc3c2=O)cc1. The calculation puts the frontier orbital gap at 7.85 eV.

```
! RIJCOSX wB97M-V def2-TZVPD def2/J DEFGRID3
* xyz 0 1
C 8.035 0.637 0.974
C 6.723 0.073 0.521
C 5.565 0.286 1.259
C 4.344 -0.212 0.842
C 4.261 -0.926 -0.344
S 2.758 -1.630 -0.972
C 1.452 -0.610 -0.220
C 1.523 0.841 -0.698
C 0.425 1.596 0.001
O 0.449 1.965 1.141
O -0.627 1.780 -0.827
C -1.820 2.241 -0.249
N -2.702 1.112 -0.002
N -2.107 0.017 0.479
N -2.736 -1.023 0.712
C -4.090 -1.096 0.486
C -4.768 -2.287 0.767
C -6.122 -2.366 0.536
C -6.825 -1.273 0.024
C -6.172 -0.093 -0.257
C -4.800 0.006 -0.026
C -4.062 1.234 -0.306
O -4.514 2.268 -0.745
C 5.413 -1.150 -1.090
C 6.627 -0.659 -0.657
H 8.163 1.646 0.581
H 8.080 0.691 2.059
H 8.862 0.029 0.615
H 5.616 0.846 2.181
H 3.473 -0.039 1.455
H 1.521 -0.673 0.865
H 0.518 -1.076 -0.535
H 1.382 0.889 -1.777
H 2.489 1.271 -0.428
H -1.600 2.756 0.697
H -2.328 2.908 -0.952
H -4.206 -3.120 1.159
H -6.651 -3.282 0.750
H -7.887 -1.356 -0.150
H -6.691 0.767 -0.652
H 5.343 -1.715 -2.007
H 7.515 -0.841 -1.246
*
```

Which structure loses on stability? ii does.

i.
Formula: C2H3N3S
Source: the OMol25 dataset
Level of theory: the ωB97M-V functional and the def2-TZVPD basis

The HOMO energy comes out at -7.952 eV. The structure (SMILES) is c1cn2sn2[nH]1. The calculation puts the frontier orbital gap at 8.64 eV.

```
! RIJCOSX wB97M-V def2-TZVPD def2/J DEFGRID3
* xyz 0 1
C -0.971 0.027 0.174
C -0.330 1.130 -0.184
N 1.143 0.576 -0.698
S 2.157 0.100 0.646
N 1.046 -0.777 -0.502
N -0.206 -1.097 -0.079
H -1.948 -0.107 0.596
H -0.501 2.176 -0.209
H -0.389 -2.028 0.256
*
```

ii.
Formula: C2H3N3S
Source: the OMol25 dataset
Level of theory: the ωB97M-V functional and the def2-TZVPD basis

The HOMO energy comes out at -8.781 eV. The structure (SMILES) is Nc1cnns1. The calculation puts the frontier orbital gap at 9.11 eV.

```
! RIJCOSX wB97M-V def2-TZVPD def2/J DEFGRID3
* xyz 0 1
N 1.354 -0.754 -0.122
C 0.117 -0.292 0.216
C -0.425 0.811 -0.399
N -1.663 1.186 -0.010
N -1.956 0.393 1.038
S -0.842 -0.879 1.465
H 1.391 -1.716 -0.385
H 2.007 -0.153 -0.596
H 0.017 1.404 -1.206
*
```

Which structure loses on stability? i does.